Below is C22H20F10IrN8O3 as an isolated structure, with properties calculated with ωB97M-V with the def2-TZVPD basis set.

Geometry as XYZ:
```
64
C22H20F10IrN8O3 | the Open Molecules 2025 dataset | ωB97M-V with the def2-TZVPD basis set
Ir -0.2050 -0.0202 -0.0800
C -2.4646 -0.4104 -2.2063
N -1.9409 -0.9127 -0.9207
C -2.9583 -0.7200 0.1517
C -2.8676 0.6939 0.7232
N -1.4893 0.9329 1.2157
C -1.1443 1.9741 1.8656
C -1.9681 3.1328 2.1334
F -3.2071 3.2012 1.6266
C -1.5206 4.1642 2.8583
F -2.2870 5.2030 3.0734
C -0.1836 4.2027 3.4440
F 0.1235 5.2677 4.1643
C 0.6556 3.1985 3.2557
F 1.8527 3.1868 3.7941
C 0.3196 1.9909 2.4170
F 0.3998 0.8833 3.2453
C -1.5000 -2.3158 -1.1079
C -0.1411 -2.3682 -1.8240
N 0.7010 -1.2022 -1.4892
C 2.0018 -1.1515 -1.9752
C 2.7490 -2.2695 -2.3847
F 2.2579 -3.5179 -2.2425
C 4.0250 -2.1843 -2.9191
F 4.6425 -3.2970 -3.3069
C 4.6558 -0.9683 -3.0473
F 5.8735 -0.8776 -3.5756
C 3.9834 0.1584 -2.6159
F 4.5512 1.3575 -2.7338
C 2.7092 0.0600 -2.0976
F 2.1170 1.2187 -1.7638
H -3.3771 -0.9519 -2.4644
H -1.7243 -0.5710 -2.9857
H -2.6777 0.6520 -2.1432
H -2.7695 -1.4576 0.9293
H -3.9680 -0.8803 -0.2340
H -3.5978 0.8177 1.5215
H -3.0936 1.4194 -0.0568
H -2.2334 -2.8825 -1.6891
H -1.4270 -2.7738 -0.1252
H -0.2857 -2.4113 -2.9109
H 0.3126 -3.3151 -1.5367
O 1.4489 0.7140 0.7638
O 1.3159 1.9652 1.4853
N -0.7129 -2.6392 4.5468
C -0.0130 -2.4841 3.3938
C -0.4716 -1.6435 2.3691
N 0.2172 -1.5077 1.2418
C 1.3650 -2.1920 1.1029
C 1.7773 -3.0336 2.1187
N 1.1047 -3.1877 3.2497
H -1.4746 -2.0292 4.7760
H -0.2842 -3.1702 5.2848
H -1.3790 -1.0736 2.4840
H 1.9371 -2.0503 0.2062
H 2.6916 -3.6042 2.0125
N -0.0786 1.5010 -3.2835
C -0.4393 2.2454 -2.2290
N -0.5482 3.5722 -2.3842
O -0.7858 1.7274 -1.1327
H 0.3615 1.9245 -4.0829
H 0.1741 0.5438 -3.0814
H -0.2686 4.0407 -3.2269
H -0.8370 4.1244 -1.5971
```

Output
- energy relative to the best compared isomer or geometry (same formula, charge and spin) (eV) = 0.0000
- charge = +1
- E_HOMO (eV) = -10.06
- HOMO-LUMO gap (eV) = 5.925
- LUMO level (eV) = -4.14
- E (eV) = -71206.2654

Charges in e, computed with Löwdin, in the same order as the atoms: 1.453, -0.041, -0.319, -0.145, -0.142, -0.056, -0.075, -0.125, 0.110, -0.107, 0.189, -0.123, 0.161, -0.109, 0.187, -0.388, 0.097, -0.162, -0.195, -0.183, -0.192, -0.142, 0.078, -0.145, 0.138, -0.147, 0.138, -0.142, 0.134, -0.156, 0.066, 0.109, 0.084, 0.086, 0.108, 0.138, 0.137, 0.118, 0.135, 0.106, 0.122, 0.109, -0.287, -0.031, 0.156, -0.349, -0.060, -0.080, -0.074, -0.063, 0.152, 0.104, 0.113, 0.104, 0.100, 0.125, 0.209, -0.587, 0.218, -0.123, 0.131, 0.085, 0.125, 0.125